{
  "formula": "C2O2S",
  "method": "ωB97M-V/def2-TZVPD",
  "total_energy_ev": -17002.2700,
  "total_charge": 0,
  "gap_ev": 11.16,
  "lumo_ev": 0.0,
  "fmax_ha_per_bohr": 0.040,
  "homo_energy_ev": -11.2,
  "de_lowest_kj_mol": 185.2,
  "symbols": ["C", "C", "O", "O", "S"],
  "positions_angstrom": [[-1.20474, 0.07751, -0.07143], [1.51970, 0.62663, 0.03229], [-0.53910, -0.75433, 0.38800], [-1.98983, 0.73685, -0.57358], [2.21397, -0.68666, 0.22472]],
  "nbo_charge": [1.035, -0.224, -0.541, -0.492, 0.222]
}